Here is a molecular structure, C53H119N4OP in a non-equilibrium geometry from the OMol25 dataset. Energies are from the ωB97M-V functional and the def2-TZVPD basis.

The geometry in XYZ format:
```
178
Properties=species:S:1:pos:R:3:forces:R:3:lowdin_charge:R:1
C -14.4028 -2.7696 27.3490 -0.544 -1.247 -1.732 -0.26
O -14.0773 -2.1247 26.1355 -2.725 -2.402 4.417 -0.52
H -14.9864 -3.6805 27.2153 0.091 -0.030 -1.110 0.07
H -13.6059 -3.2213 27.9397 0.562 0.519 -0.362 0.06
H -14.9974 -2.3248 28.1469 0.377 0.581 -1.489 0.03
C -18.6924 -1.1574 29.2840 -0.516 -0.029 3.040 -0.07
C -17.4830 -1.9583 28.9759 -0.943 -3.460 -1.209 -0.32
C -17.8263 -3.4598 28.9251 0.471 -0.561 0.506 -0.10
C -16.7377 -4.3685 28.2684 -1.290 -0.055 1.245 -0.08
N -17.0059 -5.8994 28.4674 0.882 1.933 0.497 -0.18
C -16.1958 -6.7736 27.5101 3.338 2.551 0.978 -0.15
C -17.0307 -7.6475 26.7305 -0.964 -1.112 -0.452 -0.14
C -18.3232 -7.5631 27.5037 -1.693 -0.345 0.387 -0.11
C -18.3903 -6.1167 27.9907 -0.986 -1.359 -0.285 -0.11
C -16.7330 -6.2868 29.9504 -0.053 0.161 -1.160 0.08
H -18.4326 -0.1213 29.0670 -2.130 -1.259 1.414 0.05
H -18.8761 -1.1556 30.3584 -0.400 -0.386 0.199 0.10
H -19.5662 -1.5752 28.7839 -0.089 0.497 -0.136 0.13
H -16.6474 -1.8236 29.6627 -0.616 0.311 -1.844 0.04
H -17.0490 -1.6059 28.0402 -2.988 -2.978 1.061 0.03
H -18.7932 -3.5781 28.4360 0.079 -0.068 -0.089 0.12
H -17.9567 -3.7583 29.9653 -0.203 -0.263 -0.090 0.08
H -15.7845 -4.1243 28.7374 -0.183 -0.604 -0.162 0.10
H -16.7475 -4.1363 27.2034 0.293 -0.561 0.188 0.09
H -15.4267 -7.3075 28.0683 -0.208 0.061 0.352 0.14
H -15.6390 -6.0813 26.8787 0.081 0.161 0.068 0.09
H -16.5108 -8.6055 26.7271 -0.697 -0.303 -0.323 0.15
H -17.1730 -7.2952 25.7089 0.005 -0.072 -0.032 0.13
H -18.3591 -8.1626 28.4133 0.131 -0.567 -0.294 0.13
H -19.1794 -7.8064 26.8746 -0.086 -0.123 0.282 0.14
H -19.1252 -5.9088 28.7685 0.139 -0.203 0.025 0.16
H -18.6274 -5.4959 27.1267 0.459 0.103 0.437 0.10
H -16.6280 -7.3708 29.9953 -0.913 0.043 0.229 0.12
H -17.4677 -5.7766 30.5732 -0.182 -0.705 -0.081 0.09
H -15.7545 -5.9610 30.3032 0.184 0.485 -0.652 0.09
C -11.6022 2.5012 23.5039 0.417 0.407 0.246 -0.12
C -12.8482 2.7591 24.3222 -1.524 -1.621 -0.101 -0.17
C -13.7363 1.4168 24.5015 -0.867 1.383 -0.202 -0.14
C -15.1551 1.7101 25.0916 -0.232 0.901 0.624 -0.10
N -15.7876 0.6651 26.0104 1.307 0.836 -1.262 -0.18
C -17.1316 1.1989 26.5556 0.733 -2.307 -0.591 0.00
C -17.3525 0.2213 27.7217 0.813 3.295 -0.936 -0.17
C -16.0154 -0.3490 28.1089 2.487 2.811 -2.252 -0.23
C -14.9334 0.3199 27.2626 -1.151 0.504 -0.464 -0.01
C -16.0275 -0.6040 25.0718 -0.384 3.001 2.451 -0.02
H -11.1733 1.5749 23.8862 0.554 1.959 -0.051 0.03
H -10.8700 3.3081 23.5330 -0.204 0.120 0.258 0.10
H -11.8157 2.3263 22.4494 -0.115 0.224 0.088 0.09
H -13.5030 3.4549 23.7976 0.095 0.429 0.425 0.12
H -12.6016 3.0542 25.3421 -0.085 0.495 -0.135 0.11
H -13.1967 0.6953 25.1151 -0.083 0.193 0.111 0.10
H -13.9552 0.9465 23.5429 0.470 0.293 0.035 0.09
H -15.9860 1.9128 24.4159 0.476 -0.508 -1.033 0.13
H -15.2180 2.6832 25.5787 0.694 -0.096 0.887 0.13
H -17.7701 1.0371 25.6872 -0.508 0.402 0.393 0.14
H -17.1448 2.2296 26.9100 0.584 -0.024 -0.439 0.15
H -18.1000 -0.5718 27.7004 0.423 1.475 -2.219 0.09
H -17.5708 0.8261 28.6019 -0.340 0.720 -0.768 0.13
H -16.0198 -1.3819 27.7607 2.073 1.740 -0.054 0.06
H -15.8018 -0.2108 29.1688 -0.639 0.180 -0.787 0.12
H -14.1484 -0.4118 27.0714 -0.187 0.398 -0.549 0.10
H -14.4861 1.2267 27.6696 -0.361 0.303 -0.185 0.15
H -15.0607 -1.1063 25.1037 -1.227 0.658 0.107 0.02
H -16.4172 -0.3543 24.0849 0.278 0.894 0.164 0.13
H -16.7850 -1.2393 25.5308 0.025 1.962 0.451 0.08
C -7.2244 -7.9272 28.1072 -2.032 -0.428 0.555 -0.06
C -8.6660 -7.6316 27.4414 1.893 0.058 0.245 -0.21
C -9.4303 -6.4674 28.1030 -0.521 0.238 -0.726 -0.17
C -10.3507 -5.8073 27.0283 2.404 2.116 3.351 -0.11
N -11.0956 -4.4920 27.5980 -0.915 0.978 -1.189 -0.10
C -10.2977 -3.2144 28.0068 1.025 -0.453 1.483 -0.03
C -10.4782 -2.0004 27.0159 3.064 -2.149 -0.592 -0.08
C -11.8579 -2.2799 26.5655 0.631 1.157 -0.814 -0.20
C -11.9325 -3.7658 26.4058 3.177 -0.844 4.167 -0.08
C -11.9977 -4.9873 28.7179 0.219 -1.708 -2.109 -0.01
H -7.3735 -8.3597 29.0966 -0.319 -0.071 0.170 0.07
H -6.6418 -7.0367 28.3429 0.075 0.058 -0.793 0.07
H -6.6951 -8.7277 27.5903 0.146 0.541 -0.388 0.08
H -9.2935 -8.5225 27.4180 0.122 -0.148 0.328 0.11
H -8.4757 -7.4298 26.3872 0.027 0.324 -0.136 0.10
H -8.7598 -5.7106 28.5102 0.224 -0.117 0.032 0.10
H -10.0064 -6.8862 28.9281 -0.129 0.139 0.108 0.11
H -11.0316 -6.5169 26.5584 1.069 1.523 2.791 0.00
H -9.7058 -5.3602 26.2718 0.084 -0.175 -0.246 0.15
H -10.7200 -2.9192 28.9673 0.569 -0.310 -1.057 0.07
H -9.3245 -3.6296 28.2686 0.422 0.689 -0.446 0.14
H -10.1605 -1.0124 27.3491 -0.916 -0.005 1.090 0.14
H -9.6838 -2.0657 26.2725 -0.203 -0.672 -0.712 0.12
H -12.4405 -1.6982 27.2798 -0.042 -1.211 -0.882 0.08
H -12.2575 -1.9337 25.6123 1.689 0.361 0.483 0.09
H -12.8863 -4.2933 26.4099 6.293 0.098 6.056 0.01
H -11.4697 -4.0637 25.4650 0.859 0.266 0.918 0.13
H -12.7609 -4.2413 28.9396 -1.032 -2.306 -2.366 0.05
H -11.4567 -5.1174 29.6552 0.415 -0.501 -0.379 0.14
H -12.4462 -5.9322 28.4113 0.166 -0.072 -0.099 0.12
C -18.1562 -3.4817 33.8404 0.467 0.710 -0.521 -0.07
C -18.0813 -3.2739 32.2821 1.019 0.138 1.014 -0.19
C -16.8725 -2.3140 31.7897 0.978 -1.514 0.601 -0.12
C -15.4440 -3.0208 32.0211 -1.427 1.017 0.975 -0.07
N -14.2336 -2.2571 31.4863 0.388 0.117 -0.267 -0.20
C -12.9139 -3.0487 31.5154 -0.150 -0.650 0.161 -0.03
C -12.1446 -2.8132 30.2251 -0.086 1.086 2.279 -0.21
C -12.9086 -1.7185 29.6286 0.373 2.173 -1.997 -0.17
C -14.3533 -1.9566 29.9515 1.424 0.201 2.835 -0.10
C -14.0688 -0.9480 32.2887 -0.526 0.066 -1.431 0.07
H -18.7330 -4.3653 34.1137 -0.257 0.266 -0.145 0.09
H -18.5046 -2.5941 34.3685 -0.448 -0.088 -0.169 0.08
H -17.1751 -3.6385 34.2889 0.271 -0.204 -0.286 0.06
H -19.0531 -3.0178 31.8602 0.077 0.832 0.208 0.11
H -18.0151 -4.2939 31.9034 0.823 -0.103 -0.322 0.06
H -16.8877 -1.3137 32.2223 -0.217 -0.190 0.578 0.12
H -16.8314 -2.1253 30.7169 -0.894 -0.729 2.336 0.01
H -15.5492 -4.0154 31.5877 0.645 0.032 -0.193 0.11
H -15.2789 -3.1012 33.0955 0.164 -0.330 -0.088 0.13
H -12.3191 -2.7479 32.3779 -0.480 -0.591 0.262 0.15
H -13.1572 -4.1035 31.3871 -0.342 -0.167 1.432 0.14
H -11.1078 -2.5279 30.4034 -0.254 -0.083 0.556 0.15
H -12.2352 -3.7295 29.6419 1.310 3.624 2.915 -0.02
H -12.5096 -0.7475 29.9218 -0.518 0.227 0.764 0.15
H -12.7112 -1.6186 28.5613 -0.553 -0.206 0.798 0.08
H -14.9578 -1.0738 29.7432 0.495 -1.145 0.794 0.09
H -14.7113 -2.8810 29.4983 0.031 0.218 0.975 0.10
H -13.0980 -0.4691 32.1610 0.126 -0.540 -0.204 0.11
H -14.2564 -1.0397 33.3585 -0.291 -0.382 -0.264 0.13
H -14.7809 -0.3273 31.7449 -0.153 0.489 0.875 0.10
C -15.6450 -1.4290 19.4617 -1.040 0.406 -1.308 -0.11
C -15.3943 -1.7732 20.8921 -0.397 -1.981 0.735 -0.25
C -15.8833 -3.2695 21.3048 2.083 1.800 -0.085 -0.14
C -14.7851 -3.8327 22.3318 -2.028 -0.173 -0.301 -0.25
P -14.5614 -3.1276 23.9987 0.996 -0.444 0.592 1.16
C -13.5533 -1.5541 23.9480 0.057 0.709 -2.432 -0.31
C -12.2328 -1.5735 23.1993 0.675 0.351 -0.666 -0.18
C -11.5923 -0.1446 22.9252 0.323 -2.378 -0.057 -0.25
C -10.4222 -0.1548 21.8949 -0.526 -0.954 0.497 -0.06
C -13.6021 -4.5444 24.8758 -2.040 1.475 -4.003 -0.22
C -13.9425 -5.9696 24.5813 -1.301 -0.208 -0.672 -0.23
C -13.3450 -6.9212 25.5639 1.337 0.628 -0.319 -0.20
C -11.8143 -6.9467 25.3093 -2.664 -2.552 -2.388 -0.09
C -16.2741 -2.9135 24.6653 0.421 -3.194 -0.832 -0.26
C -17.0348 -4.2626 24.6461 -0.897 -0.255 0.453 -0.21
C -18.4868 -4.1377 25.1996 0.584 0.253 -1.620 -0.21
C -19.3979 -3.0916 24.4477 0.080 -0.818 1.111 -0.04
H -15.6037 -0.3669 19.2204 0.372 0.112 0.330 0.08
H -16.6605 -1.6796 19.1552 -0.199 -0.204 0.144 0.08
H -15.0117 -1.9296 18.7292 0.249 -0.165 0.328 0.09
H -15.8411 -1.0484 21.5727 0.064 0.177 0.084 0.09
H -14.3174 -1.8329 21.0501 0.079 0.441 0.194 0.08
H -15.9199 -3.8181 20.3637 0.595 -0.456 0.190 0.11
H -16.9070 -3.3850 21.6611 0.069 0.453 0.491 0.09
H -13.7813 -3.9821 21.9340 -0.126 0.014 -0.367 0.11
H -15.1960 -4.7961 22.6336 0.412 -0.487 -0.178 0.06
H -13.4151 -1.1718 24.9593 -0.059 0.055 -1.198 0.04
H -14.0632 -0.7920 23.3588 -0.859 -0.533 0.119 0.07
H -12.3451 -1.9578 22.1855 0.007 -0.733 0.152 0.10
H -11.6209 -2.2056 23.8430 1.018 -0.053 -0.769 0.10
H -11.3140 0.2933 23.8838 -0.044 -1.269 -0.371 0.07
H -12.2890 0.5319 22.4302 -0.425 -0.545 0.484 0.09
H -9.9336 0.8196 21.8904 -0.110 -0.102 -0.393 0.08
H -10.8586 -0.4580 20.9432 -0.061 0.749 -0.330 0.08
H -9.6636 -0.9325 21.9827 0.144 0.067 0.831 0.08
H -13.4299 -4.2213 25.9025 -7.733 -0.302 -5.784 -0.03
H -12.5718 -4.3372 24.5866 -0.857 -0.239 -1.298 0.08
H -13.5936 -6.3479 23.6204 -0.078 0.571 -0.389 0.14
H -15.0274 -6.0717 24.5576 -0.102 -0.217 0.010 0.09
H -13.7538 -7.9050 25.3332 0.004 -0.096 0.760 0.14
H -13.5254 -6.5180 26.5604 -0.288 -0.647 0.437 0.08
H -11.6863 -7.5096 24.3847 0.141 0.561 -0.563 0.13
H -11.4316 -7.6958 26.0024 0.380 0.013 -0.086 0.11
H -11.3400 -5.9656 25.3325 -0.708 -0.949 -1.507 0.06
H -16.7033 -2.1589 24.0061 -0.491 -0.885 -0.245 0.08
H -16.2488 -2.5132 25.6788 0.325 -1.631 -0.516 0.06
H -16.6002 -5.0302 25.2864 0.682 0.364 0.473 0.06
H -17.0370 -4.8503 23.7281 -0.178 0.772 -0.592 0.11
H -18.4073 -4.0624 26.2841 -0.365 1.126 -0.232 0.05
H -18.9122 -5.1350 25.0879 -0.238 -0.051 -0.285 0.11
H -19.0503 -2.6885 23.4965 0.452 -0.430 -0.010 0.07
H -19.6027 -2.2231 25.0738 -0.200 -0.057 0.079 0.07
H -20.3214 -3.6353 24.2485 -0.195 0.521 -0.048 0.08
```
Positions in Å, forces in eV/Å.

As for the total charge: +4. As for the orbital gap: 9.38 eV. The total energy comes out at -2724.050247 a.u.



Here is 2 unconnected molecules or ions with the total composition C5H11NO2 in a non-equilibrium geometry from the OMol25 dataset. Energies are from the ωB97M-V functional and the def2-TZVPD basis.

The geometry in XYZ format:
```
19
Properties=species:S:1:pos:R:3:forces:R:3:nbo_charge:R:1
C 2.5728 -0.7559 -0.8798 1.955 -0.837 0.685 0.43
C 1.7124 1.2450 -0.4908 1.643 1.169 1.143 -0.23
O 1.8420 0.1800 -1.4134 -2.628 1.963 -1.097 -0.55
O 2.1355 -1.6226 -0.0033 -1.592 -0.060 0.526 -0.70
H 1.0266 -1.4944 0.0938 1.731 -0.168 -0.088 0.48
H 3.5979 -0.7526 -1.2323 0.072 -0.573 0.248 0.14
H 2.5967 1.4708 0.1053 0.628 -0.343 -0.727 0.14
H 0.9171 1.5767 0.1614 -1.460 -1.108 -0.617 0.15
C -2.0063 1.2869 -0.0853 0.026 -0.188 -0.064 -0.65
N -0.4359 -1.3438 -0.0220 0.380 0.336 -0.164 -0.84
C -1.1552 -0.7951 1.0772 -1.090 -0.526 -0.416 -0.03
C -1.9131 0.2953 1.0327 0.518 0.346 0.248 -0.21
H -0.7115 -2.2962 -0.2374 -0.145 0.150 -0.094 0.40
H -0.4443 -0.7488 -0.8546 -0.172 -0.372 0.252 0.40
H -1.2132 -1.4702 1.9208 0.237 0.156 0.154 0.20
H -2.4313 0.5652 1.9439 -0.020 -0.066 0.072 0.21
H -3.0501 1.5396 -0.2828 0.070 0.050 0.003 0.22
H -1.5668 0.9158 -1.0129 -0.047 0.082 -0.010 0.20
H -1.4733 2.2042 0.1795 -0.106 -0.010 -0.052 0.23
```
Positions in Å, forces in eV/Å.

As for the orbital gap (spin up / spin down): 6.33 / 8.17 eV. The total energy comes out at -402.147926 a.u.



Here is a molecular structure, C3H4N3 in a non-equilibrium geometry from the OMol25 dataset. Energies are from the ωB97M-V functional and the def2-TZVPD basis.

The geometry in XYZ format:
```
10
Properties=species:S:1:pos:R:3:forces:R:3:nbo_charge:R:1
C 0.8783 0.0011 0.6373 -2.203 -1.618 3.156 0.43
C 2.0063 0.3405 -0.0459 0.842 0.482 -1.071 0.01
C -1.5882 -0.4230 0.3667 -2.682 1.866 3.163 -0.46
N 1.4523 0.7776 -1.2315 -0.520 0.441 -1.704 -0.09
N 0.2902 0.6487 -1.3993 0.865 1.044 -2.098 0.22
N -0.2598 -0.0651 0.1800 2.692 0.584 0.907 -0.22
H 3.0834 0.2610 0.0607 -0.372 -0.031 0.392 0.29
H -1.5662 -1.4619 0.2648 -0.652 -1.832 -0.301 0.27
H -2.3058 0.0842 -0.3022 0.798 -0.338 -0.120 0.28
H -1.9906 -0.1631 1.4694 1.231 -0.599 -2.325 0.27
```
Positions in Å, forces in eV/Å.

As for the total charge: +1. As for the orbital gap (spin up / spin down): 8.64 / 6.80 eV. The total energy comes out at -280.474024 a.u.



Here is C10H12F2Si in the gas phase in a non-equilibrium geometry from the OMol25 dataset. Energies are from the ωB97M-V functional and the def2-TZVPD basis.

The geometry in XYZ format:
```
25
Properties=species:S:1:pos:R:3:forces:R:3:nbo_charge:R:1
C 1.3549 3.1186 0.1962 0.415 3.120 2.188 -0.17
C 1.7505 2.1526 0.9988 -0.042 -2.210 0.078 -0.24
C 0.8897 2.9100 -1.1526 -0.163 -1.065 -0.260 -0.65
C 1.5870 0.7415 0.5281 0.589 1.115 0.468 -0.06
C 0.6875 -0.1940 0.2399 1.670 0.326 -0.198 -0.36
C 0.7481 1.6775 -1.6388 -0.757 1.530 -0.636 0.25
C 2.1527 -0.3773 -0.1785 -2.102 -0.184 -0.043 0.64
C -2.6266 -0.3212 -0.0629 0.308 -0.124 -1.070 -1.09
C -1.1732 -1.9711 1.8799 2.146 -1.862 -0.765 -1.06
C -0.4616 -2.0294 -1.5453 -0.679 -1.198 1.050 -1.11
F 2.8584 -1.4049 0.3177 0.467 -0.140 0.880 -0.33
F 2.5209 -0.3160 -1.4754 0.251 0.109 -0.347 -0.33
Si -0.8590 -1.1925 0.0693 -2.701 -0.666 2.498 1.58
H 1.3967 4.1823 0.6905 -0.097 -1.921 -1.521 0.23
H 2.1605 2.2947 1.9842 -0.094 0.233 0.148 0.24
H 0.6814 3.8034 -1.7435 -0.044 -0.486 -0.307 0.29
H -3.3566 -0.2211 0.7960 1.169 -0.729 -0.751 0.25
H -2.3378 0.7168 -0.2746 -0.475 0.019 -0.565 0.23
H -3.1422 -0.8100 -0.9772 0.623 1.101 1.427 0.23
H -1.4347 -1.2358 2.5910 -0.670 1.363 0.387 0.23
H -1.8198 -2.8589 2.1178 0.354 0.812 -0.944 0.24
H -0.1748 -2.2701 2.2763 -0.366 -0.136 -0.268 0.22
H -0.4995 -3.1304 -1.6448 0.401 0.575 0.309 0.26
H -1.3244 -1.6957 -2.0605 -0.735 0.436 -1.267 0.24
H 0.4215 -1.5688 -1.9316 0.532 -0.018 -0.493 0.26
```
Positions in Å, forces in eV/Å.

As for the orbital gap: 8.80 eV. The total energy comes out at -877.210005 a.u.